1.
Computed, not measured: a single C4H10N2O2 molecule in a non-equilibrium geometry, with ωB97M-V/def2-TZVPD.

The geometry in XYZ format:
```
18
Properties=species:S:1:pos:R:3:lowdin_charge:R:1
H -0.48 2.10 -0.08 0.0783
N 1.36 1.66 -0.84 0.1285
C 1.09 0.28 -0.90 -0.5069
H 1.69 2.01 0.05 0.1072
H -2.44 -1.21 0.25 0.0962
H 0.13 -2.19 -0.50 0.0845
H -2.72 0.14 1.22 0.0892
H 1.88 2.02 -1.62 0.1072
N -2.02 -0.47 0.80 0.0866
O 1.58 -0.43 -1.76 0.0805
O -1.17 1.62 0.43 -0.0184
H -0.15 -2.13 1.25 0.0732
H -0.93 0.19 -1.11 0.1891
H 1.51 -2.07 0.57 0.0837
C -1.03 0.28 0.14 -0.5067
C 0.48 -1.76 0.44 -0.0613
C 0.41 -0.24 0.37 -0.2589
H 0.81 0.22 1.29 0.1480
```

Summary:
**Energy above the lowest of the compared OMol25 structures with the same formula, charge and spin**: 175.1 kJ/mol
**HOMO**: -0.3350 Eh
**SMILES string**: C[C@@H](C(N)=O)[C@@H](N)O
**Total energy**: -11385.08777 eV
**Total charge**: 0
**Orbital gap**: 9.8827 eV

2.
Computed, not measured: 2 unconnected molecules or ions with the total composition C4H10N2O2, with ωB97M-V/def2-TZVPD.

The geometry in XYZ format:
```
18
Properties=species:S:1:pos:R:3:lowdin_charge:R:1
H 2.54 -1.02 -0.10 0.0865
C -0.89 1.30 -1.00 -0.5837
H 0.09 2.31 -2.48 0.1120
H 0.65 -0.31 3.04 0.1046
N 0.79 -0.52 2.07 0.1580
C -2.24 0.77 -0.66 -0.0037
N -0.80 1.96 -2.18 0.1589
H -2.85 0.57 -1.54 0.0769
H 0.36 0.07 1.37 0.0481
C 1.84 -1.75 0.29 -0.0141
H 2.24 -2.74 0.07 0.0755
H -2.75 1.48 0.00 0.0930
O 2.22 -2.15 2.63 0.0210
C 1.65 -1.51 1.76 -0.6097
H -1.64 2.15 -2.71 0.1024
H 0.89 -1.68 -0.22 0.0701
O 0.08 1.23 -0.26 0.0203
H -2.16 -0.16 -0.09 0.0838
```

Summary:
**Energy above the lowest of the compared OMol25 structures with the same formula, charge and spin**: 18.9 kJ/mol
**HOMO**: -0.3365 Eh
**SMILES string**: CC(N)=O.CC(N)=O
**Total energy**: -11386.70688 eV
**Total charge**: 0
**Orbital gap**: 9.6747 eV

3.
Computed, not measured: a molecular structure, C4H10N2O2 in a non-equilibrium geometry, with ωB97M-V/def2-TZVPD.

The geometry in XYZ format:
```
18
Properties=species:S:1:pos:R:3:lowdin_charge:R:1
H -2.29 -1.16 -0.25 0.1532
O 2.15 1.29 0.14 0.1645
C -0.47 -1.48 1.07 0.2213
N -2.16 1.40 -0.61 0.0862
C -0.63 -0.15 0.52 -0.3503
H -0.49 0.76 1.19 0.2025
C 1.72 0.14 -0.51 -0.3532
H -0.42 -1.40 2.16 0.1470
C -2.11 -0.08 0.03 -0.2085
H -0.20 1.00 -1.25 0.1532
N 0.20 0.23 -0.65 0.1143
H -1.93 0.29 -1.06 0.0953
H -3.02 1.74 -0.83 0.0186
H 2.17 -0.01 -1.55 0.2126
H -2.58 0.02 0.99 0.1394
H -1.01 -2.36 0.72 0.1417
O 1.79 -1.22 0.07 0.0337
H 0.87 -1.46 0.44 0.0284
```

Summary:
**Spin multiplicity**: 2
**Energy above the lowest of the compared OMol25 structures with the same formula, charge and spin**: 1167.4 kJ/mol
**HOMO (spin up / spin down)**: -0.5369 / -0.5264 Eh
**⟨S²⟩**: 1.035
**Total energy**: -11366.01194 eV
**Total charge**: +1
**Orbital gap (spin up / spin down)**: 6.4859 / 5.4553 eV

Which value of total charge does entry 2 give?
0